No. 1
A structure of composition C3H5NO2, computed with ωB97M-V/def2-TZVPD.

The geometry in XYZ format:
```
11
Properties=species:S:1:pos:R:3
N -1.25 1.00 0.22
C -0.16 0.25 -0.38
C 1.26 0.17 0.22
O 1.21 -1.28 0.17
C -0.10 -1.29 -0.21
O -0.85 -2.22 -0.25
H -1.55 0.62 1.12
H -2.07 1.13 -0.36
H 0.02 0.57 -1.40
H 2.13 0.50 -0.37
H 1.35 0.54 1.24
```

Results
Frontier orbital gap: 0.3872 Eh
Electronic energy: -8776.423 eV
Charge: 0
Lowest unoccupied orbital energy: 0.80 eV
ΔE to the lowest compared entry with this formula, charge and spin: 29.3 kcal/mol
Largest force on an atom: 0.8 eV Å⁻¹

=====

No. 2
A structure of composition C37H36CeN3O3, computed with ωB97M-V/def2-TZVPD.

The geometry in XYZ format:
```
80
Properties=species:S:1:pos:R:3
C 2.26 0.00 0.17
C 2.20 -0.73 -1.05
C 1.86 0.17 -2.09
H 2.45 -1.78 -1.16
C 1.73 1.48 -1.53
C 2.00 1.38 -0.13
H 1.55 2.41 -2.08
C -1.51 -1.81 0.60
C -0.31 -2.39 0.10
C -0.36 -2.37 -1.32
H 0.49 -2.81 0.70
C -1.57 -1.72 -1.70
C -2.29 -1.36 -0.50
H 1.86 -0.07 -3.16
H 2.06 2.22 0.57
H 2.55 -0.40 1.14
H -3.28 -0.89 -0.47
H 0.34 -2.84 -2.01
H -1.84 -1.81 1.64
Ce -0.28 0.29 -0.48
C -2.07 -1.49 -3.11
C -3.59 -1.72 -3.15
C -1.36 -2.40 -4.13
H -3.81 -2.75 -2.81
H -3.97 -1.58 -4.16
H -4.11 -1.02 -2.48
H -1.53 -3.46 -3.88
H -0.28 -2.21 -4.16
H -1.77 -2.21 -5.13
C -1.71 -0.01 -3.45
C -2.23 0.51 -4.80
H -0.61 0.08 -3.44
H -2.11 0.68 -2.68
O -3.16 0.00 -5.44
N -1.61 1.62 -5.29
C -0.46 2.34 -4.74
H -2.04 2.00 -6.13
C 0.86 1.75 -5.20
C 2.04 2.39 -4.83
H 1.97 3.31 -4.23
C 3.27 1.87 -5.21
H 4.19 2.38 -4.89
C 3.34 0.72 -6.01
H 4.30 0.32 -6.32
C 2.15 0.09 -6.40
H 2.18 -0.81 -7.02
C 0.92 0.60 -6.00
H -0.01 0.13 -6.34
H -0.51 2.34 -3.64
H -0.53 3.39 -5.06
O -0.66 2.55 1.51
C -0.38 1.67 2.34
N -0.25 1.73 3.71
C 0.07 0.43 4.28
C 0.24 -0.40 3.01
O 0.66 -1.57 2.92
N -0.12 0.36 1.94
C 1.36 0.53 5.07
C 2.51 -0.18 4.70
C 3.67 -0.10 5.47
C 3.69 0.71 6.62
C 2.54 1.44 6.97
C 1.38 1.36 6.19
C -1.12 -0.13 5.03
C -0.99 -0.72 6.29
C -2.12 -1.22 6.94
C -3.37 -1.17 6.31
C -3.49 -0.62 5.02
C -2.35 -0.10 4.38
H -0.44 2.58 4.23
H 2.49 -0.84 3.84
H 4.54 -0.67 5.17
H 4.59 0.77 7.23
H 2.54 2.08 7.85
H 0.48 1.91 6.48
H 0.00 -0.78 6.75
H -2.01 -1.64 7.93
H -4.25 -1.56 6.82
H -4.45 -0.58 4.52
H -2.44 0.32 3.38
```

Results
Frontier orbital gap (spin up / spin down): 0.2377 / 0.2373 Eh
Electronic energy: -62490.880 eV
Charge: +1
Lowest unoccupied orbital energy (spin up / spin down): -4.85 / -4.86 eV
Largest force on an atom: 2.3 eV Å⁻¹

=====

No. 3
A cluster of 2 separate species, C22H53FNO6P2S in total, computed with ωB97M-V/def2-TZVPD.

The geometry in XYZ format:
```
86
Properties=species:S:1:pos:R:3
C 3.06 2.68 2.31
O 3.33 1.43 2.92
C 3.33 0.35 2.00
C 1.91 -0.15 1.70
C 1.40 -1.27 2.63
C 0.82 -2.48 1.90
C -0.20 -2.12 0.81
C -1.56 -2.79 0.97
C -2.29 -2.33 2.24
C -3.37 -1.27 2.01
C -2.81 0.15 1.95
C -3.89 1.21 1.73
P -3.54 2.80 0.70
O -4.24 3.75 1.99
S -5.82 2.53 -0.15
C -2.89 1.78 -0.82
C -1.46 1.84 -1.31
F -0.60 1.02 -0.55
C -3.32 4.40 -0.33
C -3.29 5.75 0.39
C -2.62 6.85 -0.42
O -3.06 6.91 -1.79
P -1.49 3.14 1.74
N -0.42 4.21 1.22
H 3.94 3.04 1.76
H 2.21 2.63 1.63
H 2.81 3.38 3.10
H 3.93 -0.43 2.47
H 3.83 0.64 1.07
H 1.26 0.71 1.77
H 1.85 -0.47 0.66
H 0.63 -0.86 3.30
H 2.22 -1.60 3.28
H 0.36 -3.14 2.64
H 1.66 -3.05 1.47
H -0.38 -1.04 0.83
H 0.21 -2.33 -0.18
H -2.17 -2.55 0.10
H -1.44 -3.88 0.97
H -1.55 -1.90 2.92
H -2.71 -3.19 2.77
H -4.11 -1.33 2.82
H -3.91 -1.48 1.08
H -2.28 0.34 2.89
H -2.04 0.19 1.17
H -4.75 0.73 1.25
H -4.24 1.56 2.71
H -5.19 3.82 1.82
H -5.73 2.92 -1.42
H -3.18 0.73 -0.73
H -3.49 2.18 -1.65
H -1.03 2.85 -1.26
H -1.38 1.48 -2.34
H -2.43 4.29 -0.96
H -4.16 4.41 -1.03
H -4.31 6.04 0.64
H -2.74 5.67 1.32
H -2.85 7.82 0.01
H -1.53 6.72 -0.38
H -2.36 6.54 -2.35
H -1.87 3.34 3.08
H -0.86 1.90 1.93
H -0.76 4.70 0.40
C 3.37 -5.95 -5.56
O 3.57 -4.95 -4.59
C 2.63 -3.90 -4.70
C 2.69 -2.99 -3.50
O 2.04 -3.53 -2.35
C 2.79 -4.42 -1.56
C 3.73 -3.73 -0.59
O 4.90 -3.28 -1.25
C 5.59 -2.32 -0.48
H 3.46 -5.54 -6.58
H 4.14 -6.70 -5.42
H 2.38 -6.41 -5.46
H 1.61 -4.32 -4.79
H 2.83 -3.31 -5.61
H 2.14 -2.08 -3.74
H 3.72 -2.73 -3.28
H 3.35 -5.14 -2.17
H 2.06 -4.97 -0.97
H 4.00 -4.43 0.21
H 3.20 -2.88 -0.14
H 4.98 -1.43 -0.30
H 6.48 -2.04 -1.04
H 5.90 -2.73 0.49
```

Results
Frontier orbital gap: 0.2534 Eh
Electronic energy: -69576.791 eV
Charge: -1
Lowest unoccupied orbital energy: 2.24 eV
Largest force on an atom: 0.7 eV Å⁻¹

=====

No. 4
A cluster of 2 separate species, C4H12 in total, computed with ωB97M-V/def2-TZVPD.

The geometry in XYZ format:
```
16
Properties=species:S:1:pos:R:3
C 1.03 1.60 -0.14
C 0.97 2.86 -0.94
H 1.97 1.67 0.46
H 0.25 1.26 0.53
H 1.21 0.76 -0.87
H 0.27 2.98 -1.78
H 2.01 2.96 -1.46
H 0.82 3.75 -0.35
C -0.70 -1.54 0.48
C -1.47 -2.85 0.71
H -0.28 -1.59 -0.56
H -1.34 -0.67 0.54
H 0.20 -1.43 1.10
H -1.79 -3.05 1.67
H -0.79 -3.76 0.48
H -2.36 -2.96 0.14
```

Results
Frontier orbital gap: 0.4641 Eh
Electronic energy: -4341.940 eV
Charge: 0
Lowest unoccupied orbital energy: 1.11 eV
Structure (SMILES): CC.CC
ΔE to the lowest compared entry with this formula, charge and spin: 13.6 kcal/mol
Largest force on an atom: 3.2 eV Å⁻¹

=====

No. 5
A structure of composition C9H24ClINP2Zr, computed with ωB97M-V/def2-TZVPD.

The geometry in XYZ format:
```
39
Properties=species:S:1:pos:R:3
C 1.03 -1.19 0.28
I 1.07 1.47 2.05
H 1.00 -2.23 -0.16
H 1.80 -1.37 1.08
H 1.52 -0.70 -0.57
Zr -2.32 -0.95 -0.72
P -0.96 -1.26 1.94
C 0.67 -1.08 2.89
C -2.03 -0.60 3.30
H -1.95 -1.27 4.18
H -1.25 -3.14 3.40
H -3.08 -0.61 2.97
H -1.82 -3.46 1.74
H 1.09 0.05 2.96
H -1.78 0.42 3.61
C -1.04 -3.01 2.33
H 0.60 -1.25 3.96
H -0.09 -3.48 2.10
H 1.54 -1.57 2.39
P -0.96 0.77 -2.43
C 0.60 1.67 -2.80
C -1.11 -0.22 -3.90
H -3.14 1.88 -2.31
H -2.19 2.39 -3.75
H -1.81 3.05 -2.13
C -2.13 2.15 -2.67
H -1.87 -0.98 -3.76
H -1.37 0.42 -4.75
H 0.59 2.32 -3.70
H 1.39 0.90 -2.89
H -0.14 -0.69 -4.10
H 0.87 2.30 -1.94
Cl -4.34 -1.97 -0.94
C 3.91 2.00 0.73
C 2.98 1.45 -0.18
N 2.28 1.24 -1.09
H 3.69 3.04 0.91
H 4.90 1.98 0.33
H 3.87 1.54 1.68
```

Results
Frontier orbital gap: 0.1720 Eh
Electronic energy: -51655.186 eV
Charge: +3
Lowest unoccupied orbital energy: -13.50 eV
Largest force on an atom: 4.7 eV Å⁻¹

=====

No. 6
A cluster of 2 separate species, C13H12BF3N4O7S in total, computed with ωB97M-V/def2-TZVPD.

The geometry in XYZ format:
```
41
Properties=species:S:1:pos:R:3
C 5.68 3.03 1.11
O 4.77 3.42 2.14
C 3.50 2.97 2.15
C 2.71 3.45 3.22
C 1.41 3.08 3.32
N 0.88 2.24 2.40
B -0.50 2.02 2.71
H -3.12 -0.95 -0.39
C 1.60 1.72 1.36
C 2.91 2.09 1.21
H 6.59 3.54 1.40
H 5.82 1.95 1.09
H 5.34 3.38 0.13
H 3.14 4.12 3.95
H 0.75 3.41 4.12
H -0.77 1.07 3.36
H -1.28 2.82 2.29
H 1.09 1.02 0.69
H 3.48 1.69 0.37
O -1.19 -4.22 0.81
S -0.65 -3.01 0.26
O -0.25 -1.90 1.10
C 0.89 -3.51 -0.71
F 1.77 -4.08 0.12
F 0.57 -4.39 -1.69
F 1.48 -2.43 -1.30
C -1.68 -2.35 -1.03
C -2.17 -0.90 -0.87
C -2.42 -0.39 -2.22
N -2.66 0.94 -2.50
O -2.15 1.99 -2.17
O -3.76 0.92 -3.41
N -4.15 -0.37 -3.70
C -3.27 -1.16 -3.02
C -3.42 -2.56 -2.69
N -4.48 -3.42 -3.21
O -5.37 -2.97 -3.95
O -4.43 -4.63 -2.86
C -2.59 -3.15 -1.69
H -1.41 -0.26 -0.40
H -2.68 -4.23 -1.47
```

Results
Frontier orbital gap: 0.1629 Eh
Electronic energy: -53620.523 eV
Charge: 0
Lowest unoccupied orbital energy: -2.33 eV
ΔE to the lowest compared entry with this formula, charge and spin: 0.0 kcal/mol
Largest force on an atom: 3.5 eV Å⁻¹

=====

No. 7
A cluster of 9 separate species, C4H22Br4O7 in total, computed with ωB97M-V/def2-TZVPD.

The geometry in XYZ format:
```
37
Properties=species:S:1:pos:R:3
Br 18.60 20.85 -9.70
C 20.41 20.82 -10.53
C 21.05 19.52 -10.30
Br 22.89 19.53 -11.14
H 21.07 21.50 -9.98
H 20.30 21.13 -11.57
H 20.52 18.63 -10.64
H 21.26 19.39 -9.23
Br 24.26 25.92 -5.96
C 24.03 25.07 -7.69
C 24.46 23.57 -7.60
Br 24.19 22.73 -9.43
H 24.46 25.73 -8.45
H 22.96 25.14 -7.90
H 23.84 23.01 -6.90
H 25.48 23.42 -7.24
O 19.08 22.67 -14.02
H 20.02 22.51 -13.97
H 18.92 23.37 -13.39
O 25.41 21.22 -12.50
H 25.53 20.72 -11.69
H 25.19 22.10 -12.21
O 25.27 23.36 -14.42
H 24.63 23.33 -13.70
H 25.13 22.53 -14.88
O 22.85 22.75 -12.73
H 22.61 21.83 -12.89
H 22.61 22.90 -11.82
O 21.40 20.35 -13.94
H 21.76 19.48 -14.13
H 20.46 20.21 -13.84
O 21.18 25.29 -11.90
H 21.56 24.67 -12.52
H 21.80 26.01 -11.86
O 22.05 22.27 -16.08
H 21.78 21.50 -15.58
H 22.45 22.84 -15.42
```

Results
Frontier orbital gap: 0.3913 Eh
Electronic energy: -299007.682 eV
Charge: 0
Lowest unoccupied orbital energy: -0.08 eV
Structure (SMILES): BrCCBr.BrCCBr.O.O.O.O.O.O.O
Largest force on an atom: 1.9 eV Å⁻¹

=====

No. 8
A structure of composition C3H8AgBrO3S, computed with ωB97M-V/def2-TZVPD.

The geometry in XYZ format:
```
17
Properties=species:S:1:pos:R:3
Ag 0.29 -5.91 7.64
Br 0.35 -3.89 3.84
O -1.51 0.35 -2.99
S -0.62 0.00 -1.91
O 0.72 -0.47 -2.16
O -0.50 1.43 -1.05
C 0.37 1.42 0.07
C 1.57 2.06 -0.63
C -1.66 -1.01 -0.68
H 0.56 0.40 0.39
H 0.18 2.04 0.95
H 1.18 3.01 -1.00
H 2.05 1.51 -1.44
H 2.30 2.43 0.08
H -2.72 -0.90 -0.87
H -1.38 -0.52 0.26
H -1.18 -1.97 -0.50
```

Results
Frontier orbital gap (spin up / spin down): 0.1652 / 0.1655 Eh
Multiplicity: 2
Electronic energy: -94248.117 eV
Charge: +1
Lowest unoccupied orbital energy (spin up / spin down): -7.76 / -7.76 eV
ΔE to the lowest compared entry with this formula, charge and spin: 33.5 kcal/mol
Largest force on an atom: 3.3 eV Å⁻¹

=====

No. 9
A structure of composition C17H25MoN2O2S8, computed with ωB97M-V/def2-TZVPD.

The geometry in XYZ format:
```
55
Properties=species:S:1:pos:R:3
Mo 1.14 -0.71 -0.12
C -0.75 -0.27 -3.95
C -0.98 -1.78 -4.01
S -0.19 -2.75 -2.68
C -1.10 -2.32 -1.18
C -2.63 -2.36 -1.22
S -3.48 -1.17 -0.14
C -2.50 -1.13 1.38
C -1.87 0.22 1.70
S -0.58 0.87 0.60
C -1.44 2.00 -0.57
C -1.12 1.86 -2.05
S -1.95 0.43 -2.78
H -0.86 0.18 -4.93
H 0.26 -0.09 -3.59
H -0.52 -2.19 -4.91
H -2.04 -2.03 -4.06
H -0.84 -1.31 -0.85
H -0.72 -3.03 -0.44
H -2.97 -3.37 -1.00
H -3.00 -2.09 -2.21
H -1.75 -1.92 1.36
H -3.17 -1.37 2.21
H -1.39 0.20 2.67
H -2.63 1.01 1.73
H -1.19 3.00 -0.22
H -2.50 1.82 -0.39
H -0.05 1.80 -2.23
H -1.47 2.77 -2.54
S 3.20 -2.09 -0.71
C 3.01 -0.35 -0.90
S 3.40 -0.64 0.80
S 2.37 0.85 -1.84
N 2.90 7.34 3.68
C 3.11 6.37 2.78
S 4.24 6.47 1.59
C 2.20 5.19 2.90
C 0.87 5.32 3.28
C 0.07 4.19 3.32
N 0.50 2.97 3.03
C 1.78 2.85 2.69
C 2.66 3.91 2.60
H 3.50 8.15 3.66
H 2.33 7.18 4.50
H 0.44 6.29 3.49
H -0.98 4.28 3.59
H 2.13 1.84 2.46
H 3.69 3.77 2.30
C 0.41 -2.09 3.96
O 0.66 -1.27 2.79
C 0.64 -1.91 1.61
O 0.44 -3.10 1.52
H 0.47 -1.42 4.81
H 1.15 -2.88 4.03
H -0.59 -2.53 3.89
```

Results
Frontier orbital gap (spin up / spin down): 0.2086 / 0.2081 Eh
Multiplicity: 3
Electronic energy: -113639.222 eV
Charge: +1
Lowest unoccupied orbital energy (spin up / spin down): -4.85 / -4.86 eV
ΔE to the lowest compared entry with this formula, charge and spin: 90.9 kcal/mol
Largest force on an atom: 0.5 eV Å⁻¹

=====

No. 10
A structure of composition C19H26AlCl2F10NO16PS, computed with ωB97M-V/def2-TZVPD.

The geometry in XYZ format:
```
77
Properties=species:S:1:pos:R:3
N 0.52 -0.98 1.41
C 0.17 0.29 1.49
C 0.43 1.22 0.21
C 0.39 2.81 0.47
C -1.15 3.28 0.29
C -2.07 3.05 1.58
O -3.28 2.33 1.33
C -4.06 2.91 0.28
C -5.54 2.35 0.19
F -6.18 2.70 1.41
F -6.27 3.03 -0.81
C -5.63 0.76 0.08
F -6.89 0.39 -0.44
F -5.57 0.27 1.41
C -4.52 0.08 -0.83
F -4.94 -1.26 -1.04
F -3.26 -0.03 -0.20
C -4.32 0.71 -2.28
F -5.52 1.14 -2.88
F -3.85 -0.36 -3.09
O 1.01 3.02 1.79
S 2.14 4.28 1.53
O 1.97 5.39 2.56
O 3.51 3.72 1.32
O 1.41 4.99 0.19
C 1.12 3.78 -0.61
P 2.50 3.05 -1.71
O 3.44 4.42 -2.15
Cl 1.61 2.40 -3.51
H 0.92 -1.17 0.48
H -0.26 0.62 2.49
H 1.45 0.90 -0.21
H -0.33 0.96 -0.62
H -1.13 4.42 0.12
H -1.51 2.73 -0.65
H -1.47 2.43 2.33
H -2.24 4.06 2.10
H -3.61 2.84 -0.76
H -4.16 4.03 0.51
H -3.50 1.49 -2.34
H 0.35 4.12 -1.39
H 2.84 5.20 -2.18
O 2.43 1.48 4.11
H 1.74 1.08 4.69
H 3.12 1.94 4.63
H 2.03 2.07 3.43
C -1.59 -4.86 -2.64
C -2.45 -3.78 -3.20
O -2.22 -2.70 -2.31
C -0.96 -2.88 -1.84
O -0.33 -2.03 -1.27
O -0.50 -4.13 -2.08
F -3.76 -4.11 -3.15
H -2.09 -5.43 -1.85
H -1.24 -5.56 -3.41
H -2.19 -3.47 -4.22
C 3.72 -3.54 -1.65
C 4.44 -4.35 -2.68
O 3.47 -4.48 -3.71
C 2.70 -3.36 -3.63
O 1.96 -2.99 -4.49
O 2.88 -2.71 -2.44
F 4.73 -5.58 -2.22
H 3.11 -4.15 -0.98
H 4.41 -2.94 -1.05
H 5.34 -3.88 -3.08
C 3.27 -1.48 3.35
C 4.21 -2.41 2.59
O 3.69 -3.03 1.63
O 5.38 -2.44 3.02
H 2.26 -1.49 2.92
H 3.21 -1.79 4.40
H 3.65 -0.45 3.30
Al 3.35 5.56 4.10
O 3.10 -5.37 3.88
H 3.30 -4.72 3.18
Cl 1.25 -4.44 4.83
```

Results
Frontier orbital gap: 0.1017 Eh
Electronic energy: -133295.392 eV
Charge: +1
Lowest unoccupied orbital energy: -6.39 eV
ΔE to the lowest compared entry with this formula, charge and spin: 123.8 kcal/mol
Largest force on an atom: 4.6 eV Å⁻¹

=====

No. 11
The molecule C12H10NO4P, computed with ωB97M-V/def2-TZVPD.

The geometry in XYZ format:
```
28
Properties=species:S:1:pos:R:3
O 1.28 2.82 -3.46
O 1.37 0.43 2.65
O -0.55 4.06 -3.54
O 2.52 -0.12 0.63
C -0.59 -4.11 0.04
C 0.72 -3.89 0.39
C -1.47 -3.08 0.50
C -1.63 2.82 0.27
C -1.27 3.15 -1.01
C 1.27 -2.70 0.77
C -0.89 -1.87 1.04
C -0.74 2.04 0.98
C 0.52 1.56 -1.03
C -0.19 2.60 -1.72
C 0.48 -1.63 1.12
C 0.15 1.25 0.33
N 0.17 3.26 -2.95
P 1.12 0.03 1.24
H 2.95 -0.29 1.50
H -1.11 -5.03 -0.19
H 1.51 -4.60 0.15
H -2.55 -3.34 0.39
H -2.42 3.21 0.89
H -1.75 4.05 -1.42
H 2.28 -2.55 0.48
H -1.64 -1.22 1.54
H -0.99 1.88 1.96
H 1.47 1.28 -1.54
```

Results
Frontier orbital gap: 0.3114 Eh
Electronic energy: -31571.475 eV
Charge: 0
Lowest unoccupied orbital energy: -1.24 eV
Structure (SMILES): O=[N+]([O-])c1cccc([P@](=O)(O)c2ccccc2)c1
ΔE to the lowest compared entry with this formula, charge and spin: 30.7 kcal/mol
Largest force on an atom: 4.7 eV Å⁻¹

=====

Repeat the eleventh record exactly.
The molecule C12H10NO4P, computed with ωB97M-V/def2-TZVPD.

The geometry in XYZ format:
```
28
Properties=species:S:1:pos:R:3
O 1.28 2.82 -3.46
O 1.37 0.43 2.65
O -0.55 4.06 -3.54
O 2.52 -0.12 0.63
C -0.59 -4.11 0.04
C 0.72 -3.89 0.39
C -1.47 -3.08 0.50
C -1.63 2.82 0.27
C -1.27 3.15 -1.01
C 1.27 -2.70 0.77
C -0.89 -1.87 1.04
C -0.74 2.04 0.98
C 0.52 1.56 -1.03
C -0.19 2.60 -1.72
C 0.48 -1.63 1.12
C 0.15 1.25 0.33
N 0.17 3.26 -2.95
P 1.12 0.03 1.24
H 2.95 -0.29 1.50
H -1.11 -5.03 -0.19
H 1.51 -4.60 0.15
H -2.55 -3.34 0.39
H -2.42 3.21 0.89
H -1.75 4.05 -1.42
H 2.28 -2.55 0.48
H -1.64 -1.22 1.54
H -0.99 1.88 1.96
H 1.47 1.28 -1.54
```

Results
Frontier orbital gap: 0.3114 Eh
Electronic energy: -31571.475 eV
Charge: 0
Lowest unoccupied orbital energy: -1.24 eV
Structure (SMILES): O=[N+]([O-])c1cccc([P@](=O)(O)c2ccccc2)c1
ΔE to the lowest compared entry with this formula, charge and spin: 30.7 kcal/mol
Largest force on an atom: 4.7 eV Å⁻¹

=====

- The lowest largest force on an atom belongs to which entry?
  C17H25MoN2O2S8